<one>
Below is a 2-piece molecular cluster, C3H10N3 overall, with properties calculated with the ωB97M-V functional and the def2-TZVPD basis.

Last columns: bonded neighbours and bond lengths (Å).
Geometry (Å):
1 C 0.9511 -1.4476 0.2805  C2 1.496, C3 1.435, H7 1.132, H8 1.083
2 C 0.1821 -1.2047 1.5400  C1 1.496, C3 1.507, H9 1.100, H10 1.174
3 C -0.2751 -0.7071 0.1931  C1 1.435, C2 1.507, N5 1.254
4 N 0.5080 1.8824 -0.1196  H11 1.016, H12 0.993, H15 1.035
5 N -1.3434 -0.4247 -0.4006  C3 1.254, N6 1.339, H13 1.091
6 N -1.3925 -0.0565 -1.6874  N5 1.339, H14 1.014, H16 0.978
7 H 1.9934 -1.0557 0.0778  C1 1.132
8 H 0.7945 -2.4644 -0.0586  C1 1.083
9 H -0.2286 -1.8773 2.3073  C2 1.100
10 H 0.8407 -0.4995 2.2084  C2 1.174
11 H -0.4406 2.1130 -0.4013  N4 1.016
12 H 1.1130 2.6240 -0.3857  N4 0.993
13 H -2.2484 -0.2398 0.1803  N5 1.091
14 H -1.7258 0.8577 -1.9720  N6 1.014
15 H 0.6285 1.7919 0.9041  N4 1.035
16 H -0.6742 -0.4386 -2.2306  N6 0.978

The net charge is +1. As for the lowest unoccupied orbital energy: -4.25 eV. The gap between HOMO and LUMO is 10.03 eV.

***

<two>
Below is a 2-piece molecular cluster, C3H10N3 overall, with properties calculated with the ωB97M-V functional and the def2-TZVPD basis.

Last columns: bonded neighbours and bond lengths (Å).
Geometry (Å):
1 C 2.1383 1.3589 0.9359  C2 1.305, H7 1.014, H8 1.122
2 C 2.6272 0.1495 0.9792  C1 1.305, H9 1.038, H10 1.155
3 C -0.7459 -0.1720 -1.5838  N4 1.501, N5 1.302
4 N -0.6291 0.6503 -0.3340  C3 1.501, H11 1.011, H12 1.096, H15 0.974
5 N -1.5645 -1.1505 -1.3216  C3 1.302, N6 1.447, H13 1.024
6 N -2.4189 -1.3370 -0.1693  N5 1.447, H14 0.992, H16 0.990
7 H 1.5244 1.7135 1.6604  C1 1.014
8 H 2.2520 1.9799 0.0083  C1 1.122
9 H 3.1067 -0.2469 0.1479  C2 1.038
10 H 2.3095 -0.5798 1.8171  C2 1.155
11 H -0.5826 1.6279 -0.5875  N4 1.011
12 H 0.4279 0.7652 -0.0696  N4 1.096
13 H -1.5784 -1.8694 -2.0502  N5 1.024
14 H -2.3853 -2.1921 0.3329  N6 0.992
15 H -1.1616 0.2309 0.3648  N4 0.974
16 H -3.3195 -0.9283 -0.1305  N6 0.990

The net charge is +1. As for the lowest unoccupied orbital energy: -3.57 eV. The gap between HOMO and LUMO is 10.96 eV.

***

Structures ranked by computed energy, the most stable listed first: <one>, <two>.